{
  "formula": "C4H12AlLaO",
  "method": "ωB97M-V with the def2-TZVPD basis set",
  "homo_ev": -14.94,
  "lumo_ev": -10.968,
  "charge": 2,
  "elements": ["C", "C", "C", "O", "C", "Al", "H", "H", "H", "H", "H", "H", "H", "H", "H", "H", "H", "H", "La"],
  "positions_angstrom": [[2.76876, -0.72488, 0.01639], [1.93102, 0.40515, -0.56325], [1.06904, 1.11895, 0.47888], [-0.32816, 1.07352, 0.16356], [-0.91023, -0.14495, 0.49881], [-2.78030, -0.18466, -0.15251], [3.06439, -1.41039, -0.75857], [2.24302, -1.27161, 0.78461], [3.67507, -0.33609, 0.44933], [2.58240, 1.10293, -1.05415], [1.24696, -0.01705, -1.28418], [1.22443, 0.64665, 1.44061], [1.34310, 2.15560, 0.54884], [-0.40442, -1.00852, 0.07068], [-0.92742, -0.29682, 1.57625], [-3.64715, -1.37215, 0.59629], [-3.69789, 1.15463, 0.12568], [-3.00894, -0.55224, -1.75647], [-5.44369, -0.33808, -1.18081]],
  "atomic_forces_ev_per_a": [[0.1, 0.3, -0.1], [-0.3, -0.5, 0.6], [0.5, -0.3, -0.3], [-0.3, 0.4, -0.2], [-0.5, 0.0, -0.2], [3.2, 0.2, 1.3], [0.2, -0.3, -0.3], [-0.2, -0.3, 0.2], [0.4, 0.1, 0.3], [0.1, 0.4, -0.4], [-0.2, 0.0, -0.5], [-0.1, 0.0, 0.5], [-0.1, 0.5, 0.1], [0.3, -0.3, -0.2], [0.0, -0.1, 0.4], [-1.6, 0.2, -0.9], [-1.5, -0.4, -0.9], [-1.7, 0.1, -0.2], [1.8, 0.1, 0.8]]
}